No. 1
{"formula": "C2H3Br2N3", "method": "wB97M-V/def2-TZVPD", "symbols": ["Br", "H", "H", "Br", "N", "N", "C", "H", "N", "C"], "positions_angstrom": [[2.327, -0.718, 0.470], [-0.011, 3.102, -0.105], [-0.208, -0.062, 1.486], [-2.393, -0.530, 0.381], [-0.467, 1.277, -0.248], [-0.034, 2.253, 0.414], [-0.588, -0.059, 0.431], [0.869, -2.502, -1.522], [0.117, -1.839, -1.041], [0.389, -0.923, -0.266]], "forces_ev_per_a": [[-1.37, 0.22, -0.53], [-0.21, 0.62, -1.42], [-0.72, 0.42, -0.67], [-0.69, -0.39, -0.18], [0.34, 2.30, 0.07], [-0.63, -3.90, 1.27], [2.13, 2.11, 1.75], [-1.81, 2.19, 1.79], [1.43, -1.60, -1.81], [1.54, -1.97, -0.27]], "mulliken_charge": [-0.207, 0.246, 0.407, -0.068, 0.004, -0.489, 0.171, 0.321, -0.466, 0.082], "gap_ev": 9.46, "charge": 0, "smiles": "[H]/N=C(\\Br)[C@H](Br)/N=N/[H]", "e_homo_ev": -9.764, "de_lowest_ev": 2.9181}

No. 2
{"formula": "C4H8N2O", "method": "wB97M-V/def2-TZVPD", "symbols": ["C", "H", "H", "H", "C", "H", "H", "H", "N", "H", "C", "H", "O", "C", "N"], "positions_angstrom": [[0.720, 1.259, 0.001], [1.262, -1.391, 1.186], [0.599, 1.431, 1.142], [1.355, -1.737, -0.669], [-0.647, 0.397, -0.267], [-3.658, 0.040, -0.002], [2.055, 0.128, -1.304], [2.752, 0.144, 0.336], [-1.985, 0.660, -0.044], [0.591, 2.418, -0.365], [1.704, 0.174, -0.238], [-2.647, -1.119, 0.565], [-0.265, -0.932, -0.242], [0.955, -1.131, 0.084], [-2.790, -0.342, -0.183]], "forces_ev_per_a": [[-4.28, 2.23, 2.28], [-1.23, -0.10, -1.75], [0.47, -0.29, -1.52], [0.99, -2.20, -0.16], [-3.32, 1.03, 2.30], [-2.49, 0.40, 0.29], [-0.61, 0.21, 0.70], [-2.42, 0.65, -0.86], [8.84, 3.16, -1.65], [0.96, -3.32, 0.07], [4.24, 0.08, -0.60], [0.00, 1.26, -1.73], [-6.73, 1.07, -0.94], [6.44, 0.87, 2.11], [-0.87, -5.04, 1.45]], "mulliken_charge": [-0.397, 0.274, 0.195, 0.313, 0.367, 0.261, 0.230, 0.316, -0.395, 0.313, -0.557, 0.208, -0.293, -0.397, -0.438], "gap_ev": 8.94, "charge": 0, "smiles": "N/N=C1/CCCO1", "e_homo_ev": -7.960, "de_lowest_ev": 5.0317}

No. 3
{"formula": "C6H10NO", "method": "wB97M-V/def2-TZVPD", "symbols": ["H", "H", "H", "H", "H", "H", "H", "C", "C", "C", "C", "C", "O", "H", "C", "H", "N", "H"], "positions_angstrom": [[3.278, 2.009, -0.735], [4.179, 0.848, -0.027], [-1.713, 1.720, -0.076], [2.908, 1.551, 1.032], [-2.360, -0.422, -1.350], [-3.715, 0.637, -0.631], [-2.331, 0.930, 1.245], [-2.923, -0.099, -0.453], [3.249, 1.255, -0.001], [-0.354, -1.130, 0.140], [2.471, 0.112, -0.344], [1.042, -1.705, 0.103], [2.008, -0.899, 0.113], [-1.098, -1.865, -0.066], [-1.915, 0.711, 0.352], [-3.262, -1.071, -0.004], [-0.581, 0.130, 0.429], [1.118, -2.714, 0.273]], "forces_ev_per_a": [[-0.56, 0.91, -0.89], [3.50, -1.19, 0.52], [-0.37, -0.66, -0.14], [0.87, 0.28, -0.86], [-0.88, 0.46, -0.17], [-0.24, -0.88, -0.44], [-0.72, 0.49, 3.52], [0.82, -0.29, -0.31], [-3.21, 0.02, 2.96], [1.48, 2.28, 0.62], [-0.69, 1.02, -2.85], [-5.92, 1.31, 0.32], [2.56, 0.73, 1.07], [-0.70, -0.51, -0.12], [1.43, -0.69, -3.22], [0.01, 1.25, 0.07], [1.41, -2.37, -0.24], [1.21, -2.15, 0.17]], "mulliken_charge": [0.349, 0.356, 0.326, 0.286, 0.372, 0.325, 0.365, -1.114, -0.752, 0.153, 0.443, -0.366, -0.167, 0.391, -0.337, 0.303, -0.410, 0.478], "gap_ev": [8.30, 7.67], "charge": 1, "e_homo_ev": [-13.802, -13.216], "de_lowest_ev": 6.3540}

No. 4
{"formula": "C66H81N9O15", "method": "wB97M-V/def2-TZVPD", "symbols": ["C", "C", "C", "H", "H", "H", "C", "H", "H", "H", "O", "C", "C", "C", "C", "H", "H", "N", "H", "H", "H", "H", "H", "N", "N", "H", "H", "H", "C", "H", "H", "C", "H", "C", "N", "C", "C", "H", "H", "C", "C", "H", "C", "C", "H", "H", "H", "H", "H", "C", "H", "H", "C", "O", "C", "C", "C", "H", "H", "H", "H", "C", "C", "N", "C", "H", "H", "H", "C", "N", "C", "C", "C", "N", "C", "O", "C", "H", "H", "H", "H", "C", "H", "C", "C", "H", "C", "H", "H", "H", "C", "C", "C", "C", "H", "H", "C", "H", "H", "O", "C", "C", "C", "H", "C", "C", "O", "C", "O", "C", "C", "H", "H", "H", "C", "C", "C", "H", "C", "H", "O", "H", "N", "O", "O", "O", "C", "H", "H", "H", "C", "C", "C", "H", "C", "H", "H", "H", "H", "C", "H", "H", "C", "H", "N", "O", "H", "C", "O", "H", "C", "O", "C", "H", "C", "H", "H", "H", "C", "H", "O", "H", "C", "H", "H", "H", "H", "C", "O", "H", "H"], "positions_angstrom": [[15.653, -0.754, 13.195], [16.237, 5.363, 16.753], [20.813, 6.790, 13.636], [24.558, 3.511, 20.025], [13.071, 1.362, 18.218], [17.713, 7.091, 22.131], [22.129, 4.767, 24.225], [12.847, 5.679, 16.775], [22.643, 8.281, 18.335], [22.100, 4.353, 14.025], [25.124, 1.860, 19.036], [16.399, 4.615, 22.136], [20.817, 0.398, 10.879], [17.216, 3.554, 20.148], [19.620, 8.399, 19.802], [15.586, 3.134, 10.658], [17.128, 5.470, 17.353], [13.628, 1.598, 15.625], [14.694, 6.453, 24.104], [16.203, 1.025, 15.294], [26.342, -0.912, 22.012], [17.367, 3.943, 19.141], [18.126, 6.596, 11.067], [19.753, 3.411, 14.252], [21.063, 3.216, 22.560], [17.464, 4.842, 15.023], [23.007, 2.888, 14.362], [19.427, 8.685, 16.092], [14.582, 1.269, 16.666], [14.894, 4.827, 24.096], [17.059, 0.227, 19.401], [16.457, 4.998, 15.380], [21.252, 9.739, 19.509], [16.052, 6.966, 10.784], [18.125, 3.803, 11.228], [16.360, 0.537, 18.639], [17.161, 6.113, 11.021], [17.669, -2.641, 15.134], [19.608, -4.805, 16.827], [21.073, 6.676, 18.097], [14.959, 5.607, 17.219], [24.649, 0.677, 20.721], [21.891, 7.620, 13.291], [19.637, -2.715, 17.520], [18.372, 1.135, 13.131], [22.073, 2.507, 16.494], [23.309, 2.339, 19.801], [27.574, 0.286, 21.823], [19.315, 5.540, 17.972], [20.841, 8.767, 19.281], [15.380, 4.828, 13.508], [15.244, 6.366, 22.110], [16.800, 0.555, 17.296], [14.060, 1.722, 14.449], [22.677, 7.073, 23.685], [22.444, -0.895, 12.021], [15.027, 0.806, 19.009], [22.383, 7.619, 21.653], [27.932, 1.267, 19.695], [18.800, -2.616, 18.194], [22.924, 9.467, 13.787], [19.903, -0.600, 10.979], [20.957, 2.617, 14.604], [21.413, -4.960, 14.972], [21.068, 2.771, 16.164], [18.953, 2.988, 14.700], [27.482, 0.879, 18.306], [19.013, 9.084, 20.376], [16.981, 4.720, 10.919], [22.792, 7.314, 12.145], [15.667, 4.208, 10.737], [14.796, 6.467, 10.503], [20.247, -1.485, 17.239], [27.672, 0.431, 19.191], [27.053, -0.510, 21.291], [23.692, 8.074, 11.950], [17.396, -1.830, 14.475], [22.183, 3.965, 24.947], [20.944, 3.780, 16.557], [18.986, -0.593, 10.409], [21.411, 5.439, 21.004], [21.691, 4.513, 22.895], [16.192, 8.037, 10.794], [17.769, 0.276, 13.387], [16.139, -1.859, 13.889], [19.055, 6.625, 14.867], [18.212, -0.745, 14.248], [15.486, -2.714, 13.982], [23.070, 8.012, 24.047], [20.892, 1.420, 18.479], [20.098, -3.843, 16.795], [22.102, 8.810, 14.030], [14.116, 1.192, 18.006], [21.645, 7.931, 18.553], [22.733, 1.093, 11.359], [13.576, 4.611, 10.325], [21.754, -2.485, 15.546], [19.910, -0.596, 17.751], [14.683, 0.825, 20.032], [20.548, 3.147, 21.480], [25.494, 1.151, 20.222], [16.027, 5.975, 22.759], [13.855, 5.575, 16.401], [20.298, 3.079, 18.616], [22.359, 6.812, 22.370], [20.072, 2.089, 18.219], [22.455, 6.450, 11.335], [19.050, 7.191, 19.355], [18.024, 2.623, 10.898], [26.497, 0.024, 19.977], [22.096, 3.270, 13.901], [21.340, 10.201, 15.431], [17.169, 4.057, 22.668], [16.232, 1.045, 12.162], [21.130, -3.739, 15.767], [19.947, 7.206, 14.682], [14.531, 5.087, 10.497], [19.139, -0.646, 14.793], [21.807, 5.624, 21.992], [20.664, 1.387, 10.472], [19.995, 2.116, 16.799], [13.300, 5.283, 14.321], [19.321, -2.887, 11.751], [22.064, -4.842, 13.949], [19.673, -3.843, 12.425], [21.155, 2.289, 23.344], [15.898, 1.002, 16.330], [18.090, 3.046, 20.556], [13.992, 7.179, 10.389], [15.593, 3.885, 22.064], [14.096, 5.269, 15.051], [17.102, 7.024, 23.032], [20.118, 8.451, 15.297], [19.590, 3.403, 13.255], [20.274, -1.790, 11.627], [21.587, 5.975, 17.456], [25.838, 1.855, 20.980], [27.913, -1.174, 21.207], [14.767, 5.718, 18.276], [21.189, 9.234, 14.976], [20.814, 1.591, 14.266], [16.648, 8.006, 23.162], [19.769, 6.365, 18.501], [17.771, 6.842, 23.873], [15.370, 5.711, 23.990], [16.957, 4.762, 20.860], [23.458, -1.023, 12.373], [15.339, 4.971, 14.577], [19.198, 4.254, 11.682], [19.220, 1.553, 18.637], [22.063, 0.253, 11.463], [18.337, -2.837, 11.052], [21.388, -1.396, 16.390], [18.002, 7.070, 19.589], [24.151, 2.811, 19.296], [26.058, -0.735, 19.329], [22.134, 2.992, 12.848], [20.710, 5.876, 13.069], [21.575, -1.909, 12.143], [16.384, 2.850, 20.134], [12.445, 1.614, 15.888], [21.945, -2.854, 12.513], [16.541, 0.216, 12.781], [21.900, -0.475, 16.154], [14.641, -0.818, 12.825], [23.808, 3.343, 18.409], [17.850, 0.399, 17.097], [22.507, 6.035, 24.619], [21.077, -6.054, 15.417], [22.453, -2.308, 14.741], [22.739, 6.167, 25.666]], "forces_ev_per_a": [[0.06, -1.55, -0.98], [0.88, -0.53, -2.12], [0.45, 0.83, 0.19], [-0.06, 0.58, 0.02], [0.04, 0.14, 0.01], [0.25, 0.18, -0.08], [-0.67, -0.91, -1.09], [0.02, 0.23, 0.04], [0.07, -0.30, -0.42], [-0.16, -0.07, -0.06], [0.85, -1.41, -0.21], [1.62, -0.42, -0.15], [0.89, 1.28, 0.66], [-0.04, 1.07, 0.15], [-0.85, -0.98, -1.16], [-0.30, -0.07, 0.20], [-0.18, -0.08, 0.45], [0.27, -0.42, -3.00], [-0.19, -0.17, 0.58], [-0.07, 0.19, -0.06], [-0.21, -0.12, -0.29], [0.31, -0.64, -0.15], [0.22, -0.37, 0.47], [0.00, -0.32, 0.43], [1.31, 0.38, 0.50], [0.04, -0.14, -0.11], [0.40, 0.04, -0.18], [-0.07, 0.40, -0.02], [0.06, -0.01, 1.84], [-0.02, -0.04, -0.36], [0.10, 0.06, 0.19], [-0.56, 0.92, 2.19], [-0.03, 0.21, 0.22], [1.18, -1.03, 0.14], [1.53, -0.48, -0.98], [-0.31, -0.49, -0.49], [-0.85, 0.27, -1.09], [0.33, -0.07, -0.05], [0.01, -0.06, 0.39], [0.34, 1.81, 1.39], [-0.09, -0.26, 1.09], [-0.68, 0.00, -0.25], [-0.54, 0.41, 1.62], [1.26, 0.35, -1.74], [0.44, -0.06, 0.18], [0.13, -0.91, 0.28], [-0.49, -0.02, -0.11], [-0.33, 0.66, 0.05], [-0.25, -0.35, 0.37], [0.65, 0.82, 1.07], [0.42, -0.34, -0.13], [0.44, 0.44, -0.79], [-1.17, 1.13, 1.50], [-0.54, 0.08, 2.32], [-0.07, -1.19, 1.27], [2.04, -0.35, 1.02], [-0.05, 0.70, -1.57], [0.19, -0.05, -0.21], [1.07, 0.28, 0.35], [-0.13, -0.96, 0.02], [0.12, -0.16, -0.13], [-0.77, -1.79, -0.56], [-1.86, 1.86, 1.20], [0.83, -0.74, 0.09], [-0.10, 0.09, -0.44], [-0.28, -0.09, 0.09], [-0.83, -0.51, -0.48], [0.10, 0.05, 0.15], [-1.23, 0.98, 1.12], [-1.95, -0.26, -0.99], [-0.09, 1.12, -0.78], [-0.84, -0.83, 0.50], [1.93, -0.36, -0.26], [0.46, 1.10, 0.70], [0.45, 0.24, 0.71], [1.40, 0.64, 0.24], [-0.36, -0.28, -0.09], [-0.36, -0.11, 0.00], [0.32, 0.86, -0.97], [-0.33, 0.23, 0.41], [0.11, 0.33, -0.28], [1.00, 2.63, 1.49], [0.14, 0.01, 0.05], [1.02, -0.36, 0.03], [-0.56, 0.46, 0.19], [0.13, -0.22, 0.28], [-0.15, 0.90, -0.04], [-0.01, -0.08, 0.34], [-0.11, 0.19, -0.28], [0.55, 0.13, 0.28], [0.63, 0.53, -1.33], [0.20, -0.37, -1.27], [1.04, -0.50, -0.60], [-0.92, -2.38, -1.09], [0.27, -0.01, 0.14], [-0.10, 0.32, -0.02], [-0.97, -0.54, 1.17], [0.01, 0.09, -0.01], [0.19, -0.27, 0.10], [-0.77, -0.11, -1.19], [-0.26, -0.24, 0.01], [-0.28, -1.14, -0.55], [0.36, -0.78, -1.56], [-0.45, 0.09, 0.31], [-0.26, 1.22, -0.07], [1.06, -0.81, -0.80], [0.07, 0.03, 1.19], [0.19, 1.28, 0.25], [-0.53, 1.09, 0.53], [0.50, -0.03, -1.29], [1.27, -0.42, 0.22], [0.02, 0.00, 0.17], [0.14, 0.20, 1.07], [-0.11, -0.03, -0.16], [-1.76, 1.37, 1.93], [0.56, 0.16, -1.50], [3.18, -0.94, 0.54], [0.23, 0.00, -0.15], [-1.10, -3.37, 0.11], [-0.71, -0.20, -0.45], [-0.61, -1.16, 0.02], [-0.31, -0.08, 0.12], [1.16, -0.62, -0.70], [-0.26, 0.52, 0.32], [-0.54, 0.32, 0.18], [-0.06, 0.48, 0.10], [0.37, -0.66, -0.32], [0.23, -0.03, -0.09], [-0.16, -0.04, -0.23], [-0.86, 0.40, 0.21], [-1.42, 0.48, 0.79], [0.40, -0.09, -1.38], [-0.76, -1.73, 0.25], [0.12, -0.13, 0.03], [1.06, 1.41, 0.36], [0.24, 0.17, -0.10], [0.56, 0.33, 0.01], [-0.49, -0.57, -0.68], [0.34, 0.35, 0.23], [0.70, 0.36, -0.17], [0.35, -0.42, 0.48], [-0.14, -0.04, 0.15], [0.52, 0.26, -0.74], [-0.31, -0.42, 0.06], [-0.80, 0.08, 2.03], [-0.37, 0.54, -0.86], [0.12, -0.02, 0.09], [0.57, 0.14, -1.00], [-2.30, 0.16, -0.93], [-0.45, 0.77, -0.15], [-0.27, 2.41, -1.33], [-0.63, -0.01, 0.22], [-1.22, -1.31, -1.05], [-0.01, -0.70, 0.08], [-0.35, 0.29, 1.08], [-0.54, -0.31, 0.51], [-0.13, 0.24, -0.04], [-0.43, -0.10, 0.16], [-1.99, -2.41, -0.26], [-0.30, 0.18, 0.15], [0.12, 0.30, 0.37], [-0.42, -0.17, 0.27], [-0.71, 0.80, 0.81], [-0.20, 0.32, 0.38], [-0.08, 0.27, -0.12], [0.29, -0.24, -0.12], [-0.08, -0.19, -0.39], [0.57, 0.31, -0.51], [-0.25, 1.13, -0.04], [0.19, -0.29, 0.15], [0.14, 0.21, 0.01]], "mulliken_charge": [-0.621, -0.290, -0.189, 0.425, 0.524, 0.021, -0.395, 0.415, 0.462, 0.269, -0.363, -1.127, -0.618, -0.398, -0.588, 0.439, 0.184, 1.216, 0.268, 0.868, 0.356, -0.152, 0.488, 0.745, 0.983, -0.037, 0.537, 0.416, -0.731, 0.209, 0.475, 0.359, 0.429, -0.599, 0.955, -0.676, -0.220, 0.299, 0.467, -0.170, -0.366, 0.367, -0.273, -0.885, -0.567, 0.199, 0.258, 0.355, -0.123, -0.712, 0.085, 0.198, -0.026, -0.557, -0.425, -0.683, -0.672, 0.339, 0.277, 0.430, 0.468, -0.124, 2.132, 1.032, -0.626, -0.270, 0.310, 0.484, 0.132, 0.946, -0.296, -0.451, 0.290, -0.775, -1.436, -0.614, -0.352, 0.454, -0.777, 0.428, 0.452, -0.482, 0.427, 1.173, -0.879, 0.297, 0.880, 0.459, 0.425, 0.346, -0.326, -0.496, -0.684, -0.778, 0.481, 0.439, -0.335, 0.139, 0.527, -0.478, -0.696, 0.672, -0.719, 0.030, -0.549, -0.588, -0.568, -0.704, -0.528, 0.308, -1.859, 0.423, 0.412, 0.053, -0.032, -0.259, -0.736, -0.223, 0.467, 0.417, 0.813, 0.413, 1.216, -0.577, -0.626, -0.601, -0.126, 0.157, 0.374, 0.358, -0.569, -1.048, -0.540, -0.360, -0.370, 0.279, 0.329, 0.389, 0.533, -0.492, -0.599, 0.355, 0.825, 0.343, -0.681, 0.083, 0.458, -0.109, -0.569, -0.125, -0.312, -0.634, -0.577, 0.626, -0.628, 0.353, 0.287, 0.828, -0.215, 0.401, -0.661, 0.629, -0.667, 0.427, 0.388, 0.190, 0.505, -0.562, -0.626, 0.592, 0.405], "gap_ev": 7.89, "charge": 0, "smiles": "O=[N+]([O-])c1ccccc1.O=[N+]([O-])c1ccccc1.O=[N+]([O-])c1ccccc1.O=[N+]([O-])c1ccccc1.O=[N+]([O-])c1ccccc1.O=[N+]([O-])c1ccccc1.COC[C@H](C)N.COC[C@H](C)N.COC[C@H](C)N.c1ccccc1.c1ccccc1.c1ccccc1", "e_homo_ev": -9.058}